127
Properties=species:S:1:pos:R:3:forces:R:3 method="wB97M-V/def2-TZVPD" total_charge=-2 s_squared=3.760 multiplicity=4 homo_energy_ha="-0.0750 / -0.0779" e_above_lowest_kj_mol=46.0 gap_ev="5.76 / 5.84"
V -0.836 0.691 -0.472 -0.7424 1.1581 0.7467
C 6.690 0.769 1.831 0.0400 -0.0155 0.0273
C 6.024 1.283 0.547 -0.0946 0.0144 0.0442
C 6.510 0.422 -0.619 -0.0285 -0.0340 -0.0332
C 6.469 2.730 0.293 0.0280 0.0386 -0.0087
C 4.503 1.230 0.695 0.0288 -0.0094 -0.0277
C 3.676 0.495 -0.145 0.0176 0.0400 -0.0213
C 2.308 0.529 0.028 -0.0524 0.0701 -0.0042
Se 1.172 -0.517 -1.105 1.1305 -0.8171 -0.3397
C 0.899 -1.977 0.110 -0.1412 0.0794 0.0390
C 1.838 -2.981 0.200 -0.0539 -0.0193 -0.0189
C 1.656 -4.033 1.094 0.0216 -0.0068 -0.0413
C 0.523 -3.961 1.897 -0.0677 0.0451 0.0824
C -0.431 -2.942 1.863 0.1299 -0.2267 0.1924
C -0.297 -1.926 0.881 -0.1455 0.2412 -0.2328
O -1.184 -1.004 0.648 0.1021 -0.1012 0.2130
C -1.555 -3.024 2.913 -0.0124 0.0982 -0.2049
C -0.939 -3.152 4.313 0.0090 -0.0794 0.0724
C -2.428 -4.251 2.611 -0.0556 -0.0117 0.0186
C -2.470 -1.798 2.935 0.0007 0.0309 0.0165
C 2.657 -5.187 1.143 0.0081 0.0495 -0.0707
C 4.061 -4.651 1.455 0.0355 0.0114 0.0406
C 2.687 -5.893 -0.222 -0.0076 -0.0195 -0.0112
C 2.295 -6.225 2.204 -0.0004 -0.0329 0.0498
C 1.650 1.284 1.029 -0.3662 0.0501 -0.0058
O 0.347 1.307 1.086 0.4747 -0.0098 0.0549
C 2.495 1.989 1.930 0.1652 0.0881 0.0927
C 3.870 1.949 1.708 -0.0863 0.0347 0.0807
C 2.005 2.843 3.118 -0.0346 -0.0864 -0.1029
C 2.748 2.419 4.395 0.0135 0.0112 0.0355
C 2.301 4.321 2.824 0.0063 0.0437 0.0152
C 0.507 2.721 3.426 0.0178 0.0077 0.0344
H 7.782 0.773 1.729 -0.0438 0.0076 0.0109
H 6.363 -0.251 2.045 0.0238 0.0308 -0.0059
H 6.428 1.392 2.689 0.0029 -0.0352 -0.0337
H 7.599 0.488 -0.697 -0.0221 -0.0054 -0.0015
H 6.080 0.756 -1.567 0.0315 -0.0154 0.0383
H 6.243 -0.628 -0.475 0.0202 0.0457 -0.0159
H 7.553 2.781 0.141 -0.0432 0.0013 0.0160
H 6.214 3.375 1.136 -0.0013 -0.0221 -0.0414
H 5.973 3.129 -0.595 0.0326 -0.0100 0.0216
H 4.076 -0.105 -0.954 -0.0106 0.0111 0.0205
H 2.712 -2.930 -0.443 -0.0207 -0.0289 0.0031
H 0.362 -4.755 2.617 -0.0012 0.0293 -0.0178
H -0.339 -4.057 4.428 -0.0145 0.0395 0.0044
H -1.736 -3.183 5.065 0.0353 0.0068 -0.0236
H -0.298 -2.292 4.526 -0.0290 -0.0221 -0.0025
H -1.855 -5.181 2.678 -0.0206 0.0336 -0.0200
H -2.842 -4.170 1.603 0.0152 -0.0104 0.0521
H -3.259 -4.309 3.325 0.0445 -0.0072 -0.0384
H -1.901 -0.875 3.061 -0.0175 -0.0342 0.0250
H -3.176 -1.900 3.769 0.0307 -0.0021 -0.0250
H -3.027 -1.713 2.009 0.0086 0.0022 0.0442
H 4.391 -3.936 0.698 -0.0163 -0.0297 0.0432
H 4.788 -5.471 1.491 -0.0262 0.0395 -0.0127
H 4.068 -4.139 2.422 0.0025 -0.0172 -0.0479
H 2.970 -5.199 -1.017 -0.0105 -0.0356 0.0352
H 1.699 -6.291 -0.465 0.0444 0.0177 0.0031
H 3.406 -6.722 -0.216 -0.0292 0.0451 -0.0034
H 2.277 -5.783 3.205 -0.0087 -0.0271 -0.0461
H 3.040 -7.026 2.201 -0.0280 0.0260 0.0037
H 1.317 -6.673 2.007 0.0414 0.0267 0.0210
H 4.499 2.534 2.373 -0.0227 -0.0317 -0.0279
H 3.831 2.522 4.304 -0.0386 -0.0078 0.0096
H 2.525 1.376 4.633 0.0174 0.0351 -0.0077
H 2.422 3.041 5.236 0.0108 -0.0284 -0.0227
H 3.373 4.499 2.703 -0.0399 -0.0022 -0.0067
H 1.937 4.953 3.642 0.0229 -0.0262 -0.0366
H 1.801 4.628 1.901 0.0173 -0.0026 0.0358
H 0.201 1.682 3.548 0.0002 0.0237 0.0024
H -0.105 3.152 2.637 0.0107 -0.0130 0.0151
H 0.301 3.265 4.356 0.0159 -0.0206 -0.0197
C -3.042 2.399 1.496 0.0230 0.0317 -0.1108
N -2.950 2.645 0.058 0.1082 -0.0129 -0.0596
C -4.279 2.761 -0.571 0.0340 0.0218 0.0958
C -4.250 2.533 -2.084 -0.0404 -0.0906 0.0094
N -3.989 1.161 -2.404 -0.0946 0.0052 0.0167
C -4.802 0.320 -3.016 0.3218 -0.0237 0.0047
C -6.104 0.443 -3.561 -0.0888 -0.0822 -0.0206
F -6.820 1.597 -3.438 0.0066 0.0490 -0.0293
C -6.705 -0.601 -4.238 -0.0486 0.0661 0.0417
F -7.943 -0.428 -4.745 0.0326 0.0147 -0.0285
C -6.082 -1.825 -4.410 -0.1527 -0.0056 -0.0199
F -6.693 -2.815 -5.111 -0.0204 -0.0044 0.0072
C -4.827 -2.007 -3.845 0.2073 0.1191 0.2306
F -4.246 -3.207 -4.019 0.0519 0.0064 0.0327
C -4.222 -0.991 -3.154 -0.1693 0.1906 -0.0001
F -3.194 -2.541 -1.246 0.0022 0.1037 0.2061
C -2.197 3.887 -0.202 -0.1783 -0.1655 0.0619
C -0.715 3.640 -0.361 0.2161 -0.2084 -0.2143
N -0.400 2.678 -1.428 0.1287 0.3767 -0.3283
C -0.164 3.219 -2.652 -0.1098 -0.3035 0.5939
C -0.499 4.509 -3.139 -0.0255 0.2983 -0.2495
F -1.110 5.441 -2.358 -0.0688 -0.0028 -0.0693
C -0.279 4.934 -4.443 -0.1270 0.1511 0.3018
F -0.684 6.169 -4.805 -0.0108 -0.0350 0.0307
C 0.324 4.131 -5.377 0.0303 0.0167 -0.1476
F 0.503 4.536 -6.652 0.0212 0.0087 -0.0108
C 0.743 2.890 -4.944 0.0819 -0.2226 0.1180
F 1.395 2.078 -5.797 -0.0107 0.0336 0.0277
C 0.537 2.486 -3.645 0.1746 -0.1902 -0.1656
F 1.090 1.305 -3.310 -0.1011 -0.0323 0.0258
H -3.521 3.241 2.023 -0.0351 0.0262 0.0317
H -3.617 1.495 1.690 0.0028 -0.0003 -0.0103
H -2.041 2.257 1.910 -0.0119 0.0157 0.0046
H -4.955 2.036 -0.121 0.0396 -0.0339 0.0161
H -4.691 3.766 -0.370 0.0050 0.0152 0.0744
H -5.187 2.905 -2.512 -0.0051 0.0589 0.0647
H -3.440 3.148 -2.499 -0.0504 0.0201 -0.0778
H -2.585 4.341 -1.108 -0.0273 -0.0208 -0.0056
H -2.365 4.606 0.617 -0.0761 0.0215 0.0241
H -0.201 4.593 -0.507 0.0123 0.0457 0.0496
H -0.332 3.221 0.568 0.0495 -0.0042 -0.0047
Cl -7.278 -1.542 0.832 0.1558 -0.0072 -0.1362
C -5.896 -1.462 -0.321 -0.0560 -0.2392 -0.0520
Cl -4.552 -0.549 0.309 -0.2193 0.2428 0.4722
H -6.246 -0.990 -1.229 -0.0993 0.0221 -0.0152
H -5.533 -2.466 -0.506 -0.0316 -0.0538 -0.0222
C -1.238 -2.452 -2.989 0.2854 0.0104 0.0660
Te -2.342 -0.803 -2.227 -0.4402 -0.9743 -1.5200
C -1.726 0.191 -4.057 0.1177 0.1747 -0.0224
H -1.766 -2.834 -3.858 -0.0128 -0.0434 -0.0101
H -1.165 -3.209 -2.216 -0.0734 -0.0083 0.0106
H -0.248 -2.096 -3.278 -0.0197 0.0040 -0.0472
H -0.700 -0.071 -4.311 -0.0055 0.0071 0.0596
H -1.825 1.269 -3.952 -0.0100 -0.0079 0.0381
H -2.394 -0.153 -4.845 -0.0116 -0.0148 -0.0197